1.
{
  "formula": "C38H43AsAuGeO2S2",
  "method": "wB97M-V/def2-TZVPD",
  "spin_multiplicity": 3,
  "e_homo_ev": [-3.5, -4.5],
  "charge": -1,
  "orbital_gap_ev": [6.148, 6.969],
  "e_lumo_ev": [2.65, 2.42],
  "mol_weight_da": 940.4,
  "s_squared": 2.016,
  "symbols": ["Au", "S", "C", "C", "C", "C", "C", "C", "As", "C", "C", "C", "C", "C", "C", "C", "C", "C", "C", "C", "C", "H", "H", "H", "H", "H", "H", "H", "H", "H", "H", "H", "H", "H", "H", "C", "C", "C", "C", "O", "H", "H", "H", "H", "H", "H", "H", "H", "H", "C", "Ge", "C", "C", "C", "H", "H", "H", "H", "H", "H", "H", "H", "H", "H", "O", "S", "C", "C", "C", "C", "C", "C", "C", "C", "C", "C", "C", "C", "H", "H", "H", "H", "H", "H", "H", "H", "H", "H"],
  "xyz": [[-0.22571, 0.75455, 0.50817], [0.15458, -1.32640, 1.65812], [-1.16897, -1.66779, 2.75460], [-0.97419, -2.68867, 3.70147], [-1.97003, -3.05919, 4.58237], [-3.20701, -2.42099, 4.55736], [-3.41889, -1.41155, 3.63419], [-2.41880, -1.03108, 2.73983], [-2.69398, 0.37267, 1.43649], [-4.37681, 1.14068, 2.11677], [-5.62388, 0.87212, 1.56234], [-6.76485, 1.47827, 2.07535], [-6.67095, 2.35449, 3.14640], [-5.42808, 2.62965, 3.70261], [-4.28956, 2.03197, 3.18400], [-3.39987, -0.61815, -0.07446], [-3.59183, 0.08383, -1.25967], [-4.12270, -0.55213, -2.37044], [-4.44934, -1.89869, -2.30514], [-4.23288, -2.60830, -1.13294], [-3.70926, -1.97068, -0.01548], [-0.01197, -3.18561, 3.72489], [-1.78117, -3.85110, 5.29809], [-3.99274, -2.70596, 5.24555], [-4.37998, -0.91229, 3.60407], [-5.70900, 0.18379, 0.73043], [-7.73082, 1.25977, 1.63615], [-7.56131, 2.82458, 3.54532], [-5.34565, 3.31548, 4.53691], [-3.32001, 2.25735, 3.61588], [-3.29608, 1.12607, -1.31894], [-4.24499, -0.00364, -3.29596], [-4.84263, -2.40291, -3.17916], [-4.46148, -3.66629, -1.08780], [-3.53191, -2.52888, 0.89616], [2.63865, 2.87786, 0.18197], [2.86519, 1.36727, 0.32805], [2.98897, 1.02326, 1.81588], [4.17292, 0.98912, -0.38239], [1.85120, 0.63349, -0.29729], [3.42669, 3.45268, 0.67918], [1.67514, 3.14725, 0.61958], [2.61712, 3.15385, -0.87348], [3.84629, 1.53082, 2.27054], [3.09881, -0.05472, 1.94544], [2.08486, 1.32336, 2.35023], [5.02790, 1.54153, 0.01913], [4.08434, 1.20843, -1.44926], [4.36324, -0.08065, -0.26352], [-1.96566, 2.03221, -3.41932], [-0.58598, 2.93271, -2.33157], [1.15239, 2.51656, -3.13690], [-0.91143, 4.86847, -2.54554], [-0.71293, 2.49137, -0.46514], [-1.82805, 2.30303, -4.46913], [-2.96454, 2.34872, -3.11018], [-1.90838, 0.94561, -3.33179], [1.02976, 2.15295, -4.15904], [1.64596, 1.75922, -2.52836], [1.77830, 3.41136, -3.16071], [-0.88060, 5.15313, -3.59965], [-0.14944, 5.43917, -2.01187], [-1.88868, 5.14076, -2.14241], [-1.28026, 3.21802, 0.12179], [-1.23032, -1.59071, -3.16174], [0.06748, -1.12784, -2.59172], [1.18177, -0.96732, -4.00103], [2.52047, -0.65415, -3.80999], [3.33640, -0.48286, -4.91509], [2.81313, -0.61188, -6.19756], [1.47103, -0.91306, -6.37328], [0.64500, -1.09090, -5.26909], [0.87413, -2.57472, -1.90075], [0.37993, -3.82673, -2.22844], [0.99993, -4.94791, -1.69962], [2.09959, -4.80242, -0.86005], [2.56645, -3.53828, -0.53226], [1.94519, -2.40435, -1.04124], [2.91379, -0.53050, -2.80702], [4.38115, -0.23507, -4.77590], [3.45405, -0.46987, -7.05891], [1.06173, -1.00728, -7.37157], [-0.40846, -1.32093, -5.36769], [-0.48858, -3.89894, -2.87153], [0.62404, -5.93534, -1.93805], [2.57987, -5.68030, -0.44506], [3.39879, -3.42695, 0.15165], [2.25381, -1.39969, -0.75317]],
  "forces_ev_per_angstrom": [[0.0, 0.0, -0.1], [0.1, 0.0, 0.0], [0.0, 0.0, 0.0], [0.0, 0.0, 0.0], [0.0, 0.0, 0.0], [0.0, 0.0, 0.0], [0.0, 0.0, 0.0], [-0.1, 0.0, 0.0], [0.0, 0.0, 0.1], [0.0, 0.0, 0.0], [0.0, 0.0, 0.0], [0.0, 0.0, 0.0], [0.0, 0.0, 0.0], [0.0, 0.0, 0.0], [0.0, 0.0, 0.0], [0.0, 0.0, 0.0], [0.0, 0.0, 0.0], [0.0, 0.0, 0.0], [0.0, 0.0, 0.0], [0.0, 0.0, 0.0], [0.0, 0.0, 0.0], [0.0, 0.0, 0.0], [0.0, 0.0, 0.0], [0.0, 0.0, 0.0], [0.0, 0.0, 0.0], [0.0, 0.0, 0.0], [0.0, 0.0, 0.0], [0.0, 0.0, 0.0], [0.0, 0.0, 0.0], [0.0, 0.0, 0.0], [0.0, 0.0, 0.0], [0.0, 0.0, 0.0], [0.0, 0.0, 0.0], [0.0, 0.0, 0.0], [0.0, 0.0, 0.0], [0.0, 0.0, 0.0], [0.0, 0.0, -0.1], [0.0, 0.0, 0.0], [0.0, 0.0, 0.0], [0.1, 0.0, 0.0], [0.0, 0.0, 0.0], [0.0, 0.0, 0.0], [0.0, 0.0, 0.0], [0.0, 0.0, 0.0], [0.0, 0.0, 0.0], [0.0, 0.0, 0.0], [0.0, 0.0, 0.0], [0.0, 0.0, 0.0], [0.0, 0.0, 0.0], [0.0, 0.0, 0.0], [0.0, 0.0, 0.0], [0.0, 0.0, 0.0], [0.0, 0.0, 0.0], [-0.1, 0.0, 0.0], [0.0, 0.0, 0.0], [0.0, 0.0, 0.0], [0.0, 0.0, 0.0], [0.0, 0.0, 0.0], [0.0, 0.0, 0.0], [0.0, 0.0, 0.0], [0.0, 0.0, 0.0], [0.0, 0.0, 0.0], [0.0, 0.0, 0.0], [0.0, 0.0, 0.0], [0.0, 0.0, -0.1], [-0.1, 0.0, 0.1], [0.0, 0.0, 0.0], [0.0, 0.0, 0.0], [0.0, 0.0, 0.0], [0.0, 0.0, 0.0], [0.0, 0.0, 0.0], [0.0, 0.0, 0.0], [0.0, 0.0, 0.0], [0.0, 0.0, 0.0], [0.0, 0.0, 0.0], [0.0, 0.0, 0.0], [0.0, 0.1, 0.0], [0.1, -0.1, 0.1], [0.0, 0.0, 0.0], [0.0, 0.0, 0.0], [0.0, 0.0, 0.0], [0.0, 0.0, 0.0], [0.0, 0.0, 0.0], [0.0, 0.0, 0.0], [0.0, 0.0, 0.0], [0.0, 0.0, 0.0], [0.0, 0.0, 0.0], [-0.1, 0.0, 0.0]]
}

2.
{
  "formula": "C38H43N2O14PS2",
  "method": "wB97M-V/def2-TZVPD",
  "e_homo_ev": -8.8,
  "smiles": "CCCOC[C@@]1(S)[C@@H](CCCCNC(C)=O)NC(=O)[C@]1(O)P(O)(O)=S.O=C1C=CC(=O)C=C1.O=C1C=CC(=O)C=C1.O=C1C=CC(=O)C=C1.O=C1C=CC(=O)C=C1",
  "orbital_gap_ev": 6.981,
  "e_lumo_ev": -1.87,
  "mol_weight_da": 846.9,
  "symbols": ["C", "C", "C", "O", "C", "C", "S", "C", "C", "C", "C", "C", "N", "C", "C", "O", "N", "C", "O", "C", "O", "P", "O", "O", "S", "H", "H", "H", "H", "H", "H", "H", "H", "H", "H", "H", "H", "H", "H", "H", "H", "H", "H", "H", "H", "H", "H", "H", "H", "H", "H", "H", "C", "C", "C", "O", "C", "C", "C", "O", "H", "H", "H", "H", "C", "C", "C", "O", "C", "C", "C", "O", "H", "H", "H", "H", "C", "C", "C", "O", "C", "C", "C", "O", "H", "H", "H", "H", "C", "C", "C", "O", "C", "C", "C", "O", "H", "H", "H", "H"],
  "xyz": [[4.46080, 2.73851, 5.28543], [5.46280, 1.63077, 4.96800], [5.03799, 0.60613, 3.92731], [3.75441, 0.03921, 4.15848], [2.65662, 0.63104, 3.52937], [2.26571, 0.02997, 2.14306], [3.39646, -1.35755, 1.68791], [0.80575, -0.56519, 2.05074], [-0.33676, 0.04486, 2.86436], [-1.45344, -0.98196, 3.17505], [-2.74786, -0.76709, 2.36390], [-4.02876, -0.64890, 3.21185], [-4.77446, 0.56289, 2.83212], [-5.69602, 1.05752, 3.74731], [-6.70290, 2.01693, 3.16348], [-5.65247, 0.78882, 4.93133], [0.46919, -0.50110, 0.59598], [1.57619, 0.06145, -0.09647], [1.90292, -0.17401, -1.21240], [2.23637, 0.99411, 0.94050], [1.24423, 1.99264, 1.18812], [3.71572, 1.91421, 0.32924], [4.29081, 2.76347, 1.57196], [4.81600, 0.80879, 0.09531], [3.36341, 3.05052, -1.18474], [3.44626, 2.35973, 5.40548], [4.72750, 3.22896, 6.22106], [4.44172, 3.50912, 4.51141], [5.74929, 1.13381, 5.89532], [6.36691, 2.10248, 4.57023], [5.73910, -0.23056, 3.96728], [5.11321, 1.00364, 2.91612], [2.77020, 1.71437, 3.42032], [1.81976, 0.47913, 4.20916], [2.76771, -2.29236, 2.39907], [0.83023, -1.63552, 2.24837], [0.00574, 0.47057, 3.80534], [-0.76815, 0.87363, 2.30222], [-1.07921, -1.99492, 3.02007], [-1.68150, -0.91178, 4.24045], [-2.85923, -1.60833, 1.68969], [-2.66071, 0.10873, 1.72005], [-4.65842, -1.51974, 3.00844], [-3.81946, -0.65789, 4.27640], [-5.22447, 0.37665, 1.94373], [-6.22229, 2.97439, 2.96397], [-7.11159, 1.62545, 2.23129], [-7.50297, 2.13890, 3.88864], [-0.34067, 0.08214, 0.41303], [1.50563, 2.52536, 1.94973], [3.73298, 3.54014, 1.71423], [5.56262, 1.24307, -0.37267], [-1.30778, -2.70847, -1.47880], [-0.82423, -3.58505, -2.35529], [-1.72488, -4.46762, -3.13672], [-1.28630, -5.26954, -3.93623], [-3.18735, -4.33984, -2.90660], [-3.67140, -3.46284, -2.03256], [-2.76891, -2.57983, -1.25506], [-3.21497, -1.77472, -0.45763], [-0.66542, -2.05719, -0.89582], [0.23705, -3.69435, -2.53917], [-3.82869, -4.98757, -3.48985], [-4.73275, -3.34965, -1.85111], [-4.08368, 2.30527, -0.14927], [-3.86785, 1.69002, -1.30917], [-3.94056, 2.42711, -2.59652], [-3.74856, 1.86865, -3.65381], [-4.26106, 3.87728, -2.53713], [-4.47795, 4.49078, -1.37698], [-4.40692, 3.75269, -0.08993], [-4.60826, 4.31020, 0.96779], [-4.03381, 1.78255, 0.79705], [-3.63228, 0.63376, -1.37020], [-4.30756, 4.39396, -3.48726], [-4.71507, 5.54495, -1.31032], [8.85876, 3.19331, -0.61551], [9.81004, 4.11005, -0.76548], [9.54062, 5.39211, -1.46948], [10.40809, 6.22525, -1.60524], [8.16915, 5.60993, -1.99706], [7.21772, 4.69251, -1.84809], [7.49229, 3.41653, -1.14663], [6.61380, 2.59038, -1.01519], [9.02928, 2.25217, -0.10807], [10.81589, 3.97400, -0.38945], [7.99672, 6.55094, -2.50332], [6.20902, 4.82259, -2.21919], [-3.71173, -6.26819, -6.18003], [-3.22815, -7.14499, -7.05522], [-4.12937, -8.02951, -7.83675], [-3.69355, -8.83027, -8.63385], [-5.59187, -7.89681, -7.60357], [-6.07503, -7.02111, -6.72729], [-5.17141, -6.13915, -5.94762], [-5.61308, -5.33911, -5.14696], [-3.07011, -5.62002, -5.59774], [-2.16738, -7.25757, -7.23885], [-6.22842, -8.55145, -8.18503], [-7.13507, -6.90730, -6.53946]],
  "forces_ev_per_angstrom": [[-0.1, 0.1, 0.0], [0.0, 0.3, -0.1], [0.2, -0.3, -0.2], [-0.1, 0.1, 0.3], [-0.4, 0.0, -0.2], [0.2, -0.7, 0.2], [0.3, 0.2, -0.3], [-0.5, 0.3, -0.8], [-0.1, -0.2, 0.2], [-0.1, 0.5, 0.1], [0.1, -0.5, 0.3], [0.2, -0.1, -0.5], [-0.5, -0.9, 0.3], [0.2, 0.1, 0.3], [-0.1, -0.2, 0.1], [0.0, 0.1, -0.3], [0.2, -0.3, 0.0], [-0.2, 0.1, 0.4], [-0.1, 0.2, -0.4], [0.5, 0.1, 0.2], [0.1, 0.2, 0.1], [-0.2, 0.3, -1.5], [-0.3, -0.2, 0.6], [0.2, 0.1, 0.4], [-0.4, -0.1, 0.3], [0.0, -0.1, 0.1], [0.0, 0.1, 0.0], [0.0, -0.1, -0.1], [-0.1, -0.1, 0.0], [0.1, -0.1, 0.1], [-0.1, 0.0, 0.0], [-0.1, 0.1, 0.0], [0.2, 0.0, 0.0], [0.1, 0.0, 0.0], [-0.1, 0.0, 0.2], [0.3, 0.1, 0.4], [0.1, 0.0, 0.0], [0.1, 0.1, 0.1], [0.0, 0.0, 0.0], [-0.1, 0.0, 0.0], [-0.1, 0.1, -0.1], [0.0, 0.1, 0.1], [-0.1, 0.0, 0.2], [0.0, 0.3, 0.0], [0.1, 0.5, -0.1], [0.0, 0.0, 0.0], [0.0, 0.1, -0.1], [0.0, 0.1, -0.1], [-0.2, -0.2, 0.0], [-0.1, -0.1, 0.0], [0.3, 0.2, -0.2], [0.0, -0.2, 0.0], [0.0, 0.0, 0.0], [0.0, 0.0, 0.0], [0.0, 0.0, 0.0], [0.0, 0.0, 0.0], [0.0, 0.0, 0.0], [0.0, 0.0, 0.0], [0.0, 0.0, 0.0], [0.0, 0.0, -0.3], [0.0, 0.0, 0.0], [0.0, 0.0, 0.0], [0.0, 0.0, 0.0], [0.0, 0.0, 0.0], [0.0, -0.1, -0.1], [0.0, 0.0, 0.0], [0.0, 0.0, 0.0], [0.0, 0.0, 0.0], [0.0, 0.0, 0.0], [0.0, 0.0, 0.0], [0.0, 0.0, 0.0], [0.0, 0.0, 0.0], [0.0, 0.1, 0.1], [0.0, 0.0, 0.0], [0.0, 0.0, 0.0], [0.0, 0.0, 0.0], [0.0, 0.0, 0.0], [0.0, 0.0, 0.0], [0.0, 0.0, 0.0], [0.0, 0.0, 0.0], [0.0, 0.0, 0.0], [0.0, 0.0, 0.0], [0.1, 0.1, 0.0], [0.2, -0.2, 0.0], [0.0, 0.0, 0.0], [0.0, 0.0, 0.0], [0.0, 0.0, 0.0], [0.0, 0.0, 0.0], [0.0, 0.0, 0.0], [0.0, 0.0, 0.0], [0.0, 0.0, 0.0], [0.0, 0.0, 0.0], [0.0, 0.0, 0.0], [0.0, 0.0, 0.0], [0.0, 0.0, 0.0], [0.0, 0.0, 0.0], [0.0, 0.0, 0.0], [0.0, 0.0, 0.0], [0.0, 0.0, 0.0], [0.0, 0.0, 0.0]]
}

no.,electronic energy (eV)
1,-186915.06737
2,-102704.74604